1.
The following is a quantum chemistry calculation of a molecular structure, C34H19BrN8O2S2SeSr at a distorted geometry, from OMol25.

* strongest force on any atom: 3.357 eV/A
* relative energy (zero: lowest compared OMol25 entry of this formula, charge and spin): 0.00 kJ/mol
* gap between HOMO and LUMO: 4.14 eV

Last column: Löwdin charge in e.
Geometry (Å):
Sr 0.202 1.496 -0.479  1.137
Se -4.558 -1.943 5.386  1.091
N -3.078 -0.855 5.352  -0.231
C -2.647 -0.681 4.111  -0.311
C -1.512 0.151 3.750  -0.100
C -0.783 0.813 4.703  0.014
C 0.238 1.649 4.295  -0.008
C 0.530 1.682 2.925  -0.082
N -0.197 1.064 1.966  0.006
C -1.215 0.268 2.381  -0.128
C -1.959 -0.458 1.340  -0.121
N -1.582 -0.305 0.043  0.021
C -2.403 -0.899 -0.847  -0.127
C -3.527 -1.646 -0.578  -0.061
C -3.931 -1.810 0.714  0.020
C -3.092 -1.249 1.708  -0.070
C -3.471 -1.297 3.106  -0.341
N -4.555 -1.922 3.519  -0.208
H -1.088 0.681 5.734  0.124
H 0.865 2.205 4.959  0.110
H 1.400 2.267 2.588  0.122
H -2.137 -0.637 -1.887  0.130
H -4.033 -2.080 -1.450  0.124
H -4.840 -2.363 1.030  0.134
C 3.816 2.342 -1.570  -0.100
O 2.990 1.319 -1.049  -0.166
C 3.496 0.008 -0.982  -0.171
C 4.856 -0.232 -1.066  -0.028
C 5.328 -1.568 -1.063  -0.698
Br 7.149 -1.971 -1.057  0.768
C 4.368 -2.583 -0.962  -0.095
C 3.007 -2.318 -0.962  -0.083
C 2.521 -0.996 -0.827  -0.317
O 1.299 -0.644 -0.657  -0.223
C 2.125 -3.483 -0.978  -0.121
N 0.790 -3.420 -0.926  0.218
C 0.252 -4.732 -0.921  -0.157
C -1.043 -5.209 -0.790  0.013
C -1.225 -6.625 -0.714  -0.060
C -0.147 -7.509 -0.719  -0.076
C 1.153 -7.003 -0.830  -0.005
C 1.321 -5.620 -0.904  -0.172
N 2.480 -4.825 -0.965  0.179
H 4.564 2.695 -0.836  0.106
H 3.182 3.245 -1.686  0.051
H 4.288 2.201 -2.535  0.100
H 5.539 0.601 -1.161  0.109
H 4.667 -3.604 -1.114  0.090
H 0.274 -2.553 -0.965  0.145
H -1.826 -4.457 -0.778  0.105
H -2.242 -7.039 -0.601  0.114
H -0.221 -8.582 -0.795  0.107
H 2.037 -7.640 -0.850  0.118
H 3.381 -5.199 -1.303  0.179
S 0.978 4.389 -0.282  0.411
C -0.324 5.298 -1.010  -0.712
C -0.072 6.678 -1.172  -0.092
C -1.043 7.503 -1.730  -0.214
C -0.776 8.843 -1.993  -0.204
N -0.563 9.880 -2.463  0.154
C -2.321 6.969 -2.024  -0.221
C -2.608 5.650 -1.819  -0.097
C -1.628 4.709 -1.400  -0.773
S -2.055 3.081 -1.292  0.415
C -3.401 7.648 -2.586  -0.219
N -4.281 8.246 -3.005  0.159
H 0.882 7.092 -0.866  0.101
H -3.594 5.285 -2.161  0.116


2.
The following is a quantum chemistry calculation of a molecular structure, C34H20CoF9N4OPS5, from OMol25.

* strongest force on any atom: 0.464 eV/A
* gap between HOMO and LUMO (spin up / spin down): 5.29 / 5.28 eV
* net charge: -1

Last column: Löwdin charge in e.
Geometry (Å):
Co -0.439 -0.166 -0.218  0.051
S 1.560 1.347 -3.798  1.013
C 1.515 2.683 -2.731  -0.420
C 0.909 2.380 -1.549  -0.213
C 0.455 1.025 -1.456  -0.279
C 0.772 0.369 -2.621  -0.524
C 0.385 -1.013 -2.789  -0.270
C 0.621 -1.817 -3.900  -0.020
C 0.193 -3.128 -3.875  -0.064
C -0.466 -3.609 -2.752  -0.059
C -0.669 -2.753 -1.689  -0.149
N -0.246 -1.489 -1.702  0.028
H 1.921 3.635 -3.036  0.060
H 0.775 3.136 -0.790  0.073
H 1.125 -1.404 -4.763  0.102
H 0.357 -3.771 -4.730  0.107
H -0.837 -4.622 -2.701  0.107
H -1.194 -3.065 -0.797  0.102
S -2.566 0.575 -0.652  -0.028
S -2.613 1.913 -2.074  0.080
S -3.431 -1.261 -3.245  -0.086
S -3.492 -1.184 -1.289  -0.092
N 1.043 -2.750 2.399  0.192
C -0.243 -2.517 2.016  -0.484
O -0.431 -1.747 1.035  -0.109
C -1.272 -3.210 2.700  -0.207
C -0.930 -4.016 3.809  -0.255
N -0.565 -4.664 4.694  0.115
C -2.613 -3.144 2.264  -0.247
N -3.712 -3.074 1.916  0.155
H 1.243 -3.288 3.224  0.091
H 1.757 -2.159 2.010  0.091
F -4.522 1.648 6.772  0.124
C -4.558 0.660 5.856  -0.581
F -5.795 0.664 5.325  0.143
F -4.429 -0.499 6.528  0.144
C -3.497 0.814 4.803  -0.111
C -2.558 1.834 4.889  -0.003
C -1.587 1.949 3.910  -0.072
C -1.543 1.044 2.849  -0.314
C -2.499 0.039 2.769  -0.070
C -3.475 -0.083 3.747  0.022
P -0.270 1.167 1.547  1.086
C -0.134 2.984 1.428  -0.344
C -1.188 3.659 0.813  -0.077
C -1.144 5.035 0.669  0.016
C -0.046 5.741 1.141  -0.120
C 1.007 5.079 1.755  -0.003
C 0.962 3.700 1.896  -0.063
C -0.009 7.237 1.029  -0.581
F -0.486 7.831 2.145  0.134
F 1.244 7.701 0.858  0.131
F -0.745 7.693 0.004  0.139
C 1.289 0.687 2.374  -0.328
C 1.394 0.409 3.732  -0.047
C 2.603 -0.007 4.272  0.000
C 3.712 -0.142 3.451  -0.126
C 3.621 0.131 2.091  -0.001
C 2.412 0.540 1.555  -0.070
C 5.007 -0.644 4.023  -0.583
F 6.074 -0.155 3.366  0.135
F 5.152 -0.312 5.318  0.135
F 5.092 -1.988 3.954  0.140
H -2.591 2.536 5.710  0.118
H -0.866 2.755 3.970  0.112
H -2.494 -0.653 1.940  0.057
H -4.208 -0.876 3.667  0.123
H -2.028 3.111 0.404  0.053
H -1.954 5.551 0.172  0.129
H 1.863 5.635 2.114  0.122
H 1.791 3.188 2.366  0.106
H 0.528 0.491 4.375  0.107
H 2.678 -0.231 5.327  0.126
H 4.489 0.021 1.455  0.126
H 2.331 0.740 0.492  0.105


Q: Which formula does entry 1 have?
A: C34H19BrN8O2S2SeSr